Computed, not measured: a cluster of 14 separate species, C14H56O14 in total in a non-equilibrium geometry, with the ωB97M-V functional and the def2-TZVPD basis.

```
84
Properties=species:S:1:pos:R:3:lowdin_charge:R:1
C -2.06 -3.80 5.34 -0.153
O -1.95 -2.80 4.33 -0.138
H -3.12 -3.97 5.53 0.072
H -1.58 -4.68 4.90 0.077
H -1.63 -3.42 6.26 0.081
H -2.49 -3.11 3.60 0.055
C -1.48 5.56 -1.22 -0.182
O -1.44 5.77 0.17 -0.108
H -1.73 6.47 -1.76 0.073
H -0.53 5.22 -1.62 0.067
H -2.18 4.79 -1.56 0.076
H -0.58 6.14 0.37 0.075
C -3.18 2.59 3.41 -0.176
O -3.10 1.64 4.44 -0.118
H -3.36 3.56 3.87 0.081
H -2.24 2.63 2.85 0.071
H -3.89 2.37 2.62 0.070
H -2.55 0.90 4.18 0.071
C 4.89 3.03 1.50 -0.192
O 5.52 2.72 2.69 -0.112
H 4.45 2.11 1.12 0.070
H 4.11 3.76 1.74 0.083
H 5.53 3.37 0.69 0.079
H 4.85 2.78 3.37 0.065
C 3.29 3.38 -2.86 -0.151
O 2.48 2.23 -3.09 -0.136
H 2.77 3.81 -2.00 0.071
H 4.35 3.20 -2.70 0.081
H 3.15 4.11 -3.65 0.077
H 1.83 2.51 -3.75 0.064
C -2.83 -3.88 -3.72 -0.120
O -3.13 -3.46 -5.10 -0.142
H -1.82 -3.51 -3.52 0.065
H -3.45 -3.43 -2.94 0.068
H -2.84 -4.96 -3.55 0.068
H -2.35 -3.37 -5.66 0.060
C -1.26 1.18 -6.19 -0.175
O -0.76 2.41 -5.74 -0.121
H -1.06 1.09 -7.26 0.075
H -0.76 0.32 -5.73 0.074
H -2.32 1.05 -6.00 0.079
H -1.43 3.09 -5.87 0.076
C 1.69 2.44 4.99 -0.182
O 2.93 2.82 5.48 -0.116
H 1.12 1.81 5.68 0.079
H 1.06 3.31 4.81 0.076
H 1.87 1.93 4.05 0.081
H 2.73 3.35 6.26 0.077
C -6.09 0.49 -1.99 -0.208
O -7.37 0.75 -1.59 -0.101
H -5.64 -0.37 -1.49 0.072
H -6.06 0.24 -3.05 0.074
H -5.42 1.34 -1.80 0.080
H -7.88 -0.07 -1.61 0.082
C 2.50 -3.72 2.80 -0.156
O 3.80 -4.28 2.58 -0.123
H 2.44 -2.72 2.37 0.074
H 1.70 -4.31 2.35 0.070
H 2.27 -3.65 3.86 0.070
H 4.39 -3.54 2.40 0.055
C -5.69 -4.29 1.89 -0.184
O -4.45 -3.98 1.32 -0.118
H -6.48 -4.25 1.14 0.076
H -5.69 -5.22 2.45 0.082
H -5.94 -3.48 2.58 0.079
H -4.18 -4.84 0.99 0.073
C 6.20 -1.32 0.47 -0.167
O 6.31 -1.23 1.89 -0.119
H 6.51 -2.31 0.14 0.078
H 5.23 -1.12 0.02 0.070
H 6.91 -0.61 0.05 0.077
H 6.36 -0.29 2.05 0.062
C -0.99 -0.10 -0.45 -0.171
O 0.24 0.34 0.07 -0.120
H -1.52 0.76 -0.85 0.072
H -0.85 -0.78 -1.29 0.068
H -1.56 -0.67 0.29 0.079
H 0.85 0.51 -0.65 0.067
C 4.11 -2.44 -4.38 -0.143
O 4.60 -1.13 -4.05 -0.140
H 3.08 -2.46 -4.03 0.075
H 4.16 -2.60 -5.46 0.070
H 4.75 -3.18 -3.89 0.076
H 3.87 -0.53 -3.87 0.055
```

Properties
LUMO in eV: -0.043
HOMO energy in eV: -9.98
ΔE to the lowest compared entry with this formula, charge and spin in eV: 3.8089
Gap between HOMO and LUMO in eV: 9.9347